Here is an isolated ion of composition C4H3Cl2O3 and charge -1 in a non-equilibrium geometry from OMol25. Energies are from ωB97M-V with the def2-TZVPD basis set.

Last column: Löwdin charge in e.
Element x y z (Å)
1 C 0.31764 -2.13422 -0.10503  -0.05
2 O -0.71100 -1.26446 0.51512  -0.19
3 C -0.65609 -0.01922 -0.05694  -0.72
4 Cl -0.99212 0.07961 -1.83521  0.63
5 C -0.29561 1.09932 0.56519  -0.60
6 Cl 0.19669 0.92006 2.17372  0.72
7 C 0.12380 2.49848 -0.00581  -0.81
8 O -0.67961 3.07543 -0.75120  -0.06
9 O 1.26267 2.74868 0.36533  -0.07
10 H 1.32030 -2.11654 0.20854  0.07
11 H 0.15802 -1.83063 -1.19841  0.05
12 H -0.04470 -3.05650 0.12471  0.04

Values from the calculation:
Energy relative to the best compared isomer or geometry (same formula, charge and spin) = 20.1 kcal per mole
Calculated total energy = -35384.0512 eV
SMILES string = CO/C(Cl)=C(\Cl)C(=O)[O-]
Orbital gap = 7.97 eV
HOMO level = -4.616 eV
Charge = -1
Strongest force on any atom = 0.087 hartree/bohr